Record 1
17
Properties=species:S:1:pos:R:3:mulliken_charge:R:1 method="wB97M-V/def2-TZVPD" total_charge=0 homo_ev="-7.8 / -7.8" spin_multiplicity=1
C 1.366 -1.250 0.168 0.443
C -1.279 -0.242 0.152 0.175
C 1.012 0.081 0.226 0.325
C -1.431 -1.523 -0.652 -1.464
C 2.164 1.129 0.278 -1.506
N 1.858 -2.271 0.175 -0.522
N -1.034 -0.613 1.606 -0.021
N 0.041 -0.452 2.058 -0.272
N -0.139 0.557 -0.238 -0.182
H -2.158 0.463 0.111 0.453
H -2.452 -1.853 -0.427 0.394
H -0.754 -2.253 -0.327 0.346
H -1.193 -1.285 -1.608 0.392
H 1.764 1.905 0.805 0.450
H 2.367 1.260 -0.829 0.315
H 3.048 0.938 0.859 0.366
H -0.385 1.598 -0.238 0.308

=====

Record 2
11
Properties=species:S:1:pos:R:3:mulliken_charge:R:1 method="wB97M-V/def2-TZVPD" smiles=N#CC[C@H]1CO1 total_charge=0 homo_ev=-10.9 spin_multiplicity=1
N 2.560 0.896 -0.234 -0.398
C 1.764 0.057 -0.193 0.277
C 0.664 -0.911 -0.123 -0.575
C -0.536 -0.235 0.524 0.107
C -1.132 0.928 -0.126 -0.381
O -1.770 -0.344 -0.154 -0.428
H 0.984 -1.796 0.435 0.297
H 0.396 -1.233 -1.135 0.249
H -0.596 -0.322 1.609 0.348
H -1.611 1.697 0.477 0.268
H -0.723 1.263 -1.080 0.236

=====

Record 3
48
Properties=species:S:1:pos:R:3:mulliken_charge:R:1 method="wB97M-V/def2-TZVPD" s_squared=0.760 total_charge=+3 homo_ev="-18.3 / -18.3" spin_multiplicity=2
Ga 0.411 0.837 -0.758 -0.193
C 3.802 -1.422 -1.560 -1.197
C 3.030 -0.307 -1.846 -0.066
N 1.920 -0.325 -1.099 -0.318
N 1.952 -1.455 -0.326 0.471
C 3.091 -2.114 -0.600 0.237
B 0.794 -1.704 0.675 0.516
N 0.819 -0.547 1.713 0.482
C 1.162 -0.408 3.006 0.276
C 1.173 0.929 3.343 -1.380
C 0.840 1.590 2.170 -0.036
N 0.623 0.703 1.195 -0.150
N -0.567 -1.678 -0.075 0.580
C -1.516 -2.615 -0.240 0.139
C -2.479 -2.145 -1.109 -1.255
C -2.051 -0.875 -1.459 -0.064
N -0.908 -0.592 -0.828 -0.308
N 0.933 -3.127 1.294 0.086
C 0.844 -3.640 2.491 0.273
C 1.007 -5.069 2.389 -0.788
C 1.172 -5.287 0.988 -0.192
N 1.124 -4.176 0.330 -0.673
H 4.749 -1.692 -1.993 0.461
H 3.216 0.501 -2.536 0.517
H 3.338 -3.037 -0.107 0.501
H 1.409 -1.245 3.635 0.389
H 1.406 1.359 4.301 0.457
H 0.774 2.648 1.974 0.563
H -1.460 -3.566 0.260 0.468
H -3.365 -2.657 -1.443 0.458
H -2.501 -0.162 -2.132 0.560
H 0.652 -3.073 3.389 0.504
H 1.000 -5.780 3.201 0.480
H 1.317 -6.226 0.473 0.535
C -2.674 3.640 -2.976 -0.934
As -1.618 3.781 -1.385 0.551
C -2.546 3.047 0.126 -0.921
C -1.154 5.612 -1.070 -0.994
S 0.314 2.786 -1.768 -0.438
H -3.611 4.176 -2.813 0.438
H -2.876 2.596 -3.206 0.295
H -2.124 4.100 -3.797 0.379
H -3.520 3.536 0.183 0.453
H -1.986 3.255 1.036 0.341
H -2.694 1.974 0.002 0.304
H -2.077 6.185 -0.966 0.426
H -0.585 5.982 -1.922 0.402
H -0.559 5.687 -0.161 0.366

=====

Record 4
48
Properties=species:S:1:pos:R:3:mulliken_charge:R:1 method="wB97M-V/def2-TZVPD" smiles="CCc1ccc(-n2c(SCC(=O)Nc3cc(C)[nH]n3)nc3[nH]ncc3c2=O)cc1" total_charge=0 homo_ev=-8.5 spin_multiplicity=1
C 1.972 6.521 1.813 -1.417
C 1.116 5.954 0.687 0.006
C 0.774 4.493 0.811 0.812
C 0.331 3.812 -0.321 -1.414
C -0.018 2.478 -0.266 0.205
C 0.079 1.805 0.943 -1.496
N -0.283 0.425 1.002 0.562
C 0.689 -0.510 1.083 0.640
S 2.359 0.053 1.008 -0.076
C 3.094 -1.412 0.200 -0.648
C 2.143 -2.024 -0.827 0.332
O 2.019 -3.217 -0.947 -0.610
N 1.493 -1.099 -1.594 -0.081
C 0.202 -1.296 -2.071 0.157
C -0.464 -2.496 -2.366 -0.543
C -1.755 -2.111 -2.668 0.432
C -2.949 -2.917 -3.021 -1.382
N -1.787 -0.767 -2.557 0.082
N -0.608 -0.252 -2.186 -0.469
N 0.515 -1.792 1.103 -0.549
C -0.766 -2.176 0.935 0.276
N -1.232 -3.426 0.804 0.392
N -2.555 -3.433 0.578 -0.891
C -2.952 -2.181 0.577 -1.238
C -1.863 -1.312 0.799 0.899
C -1.665 0.107 0.835 0.379
O -2.483 0.990 0.730 -0.637
C 0.516 2.460 2.082 -0.119
C 0.862 3.798 2.009 -0.626
H 2.878 5.933 1.938 0.367
H 1.428 6.533 2.754 0.314
H 2.257 7.544 1.579 0.382
H 0.179 6.519 0.632 0.239
H 1.632 6.105 -0.265 0.352
H 0.258 4.340 -1.261 0.385
H -0.356 1.945 -1.143 0.569
H 3.330 -2.166 0.949 0.381
H 4.011 -1.056 -0.270 0.406
H 1.708 -0.120 -1.442 0.336
H -0.050 -3.480 -2.343 0.530
H -2.694 -3.658 -3.775 0.336
H -3.315 -3.444 -2.139 0.280
H -3.743 -2.279 -3.402 0.361
H -2.576 -0.153 -2.681 0.183
H -0.700 -4.282 0.805 0.266
H -3.981 -1.930 0.422 0.561
H 0.581 1.927 3.019 0.489
H 1.198 4.294 2.905 0.291